One molecule with the formula C5H10O2. Source: the Open Molecules 2025 dataset; level of theory: ωB97M-V with the def2-TZVPD basis set.

For the energy relative to the best compared isomer or geometry (same formula, charge and spin), the calculation gives 129.6 kcal/mol. The calculation puts the electronic energy at -346.818943 Eh.

Each line ends with the Löwdin charge.
CARTESIAN COORDINATES (ANGSTROEM)
1 C -1.92840 0.60057 0.05381  -0.18
2 O 2.82396 -0.17248 0.79299  -0.07
3 C -0.77310 -1.00257 -1.12066  -0.08
4 H -0.59264 2.14577 0.75092  0.12
5 H 1.36003 -1.61145 0.63423  0.12
6 H -2.43612 1.23522 -0.68245  0.12
7 H -0.09990 1.34397 -0.78413  0.11
8 H -0.66618 -0.43157 -2.05587  0.09
9 H 1.41325 -0.54608 -0.76526  0.10
10 C -0.45593 1.18134 0.24049  -0.20
11 H 3.36736 -0.96932 0.83168  0.08
12 O -1.85818 -0.72452 -0.38604  -0.15
13 H -0.56585 -2.06682 -1.21420  0.09
14 C 1.53265 -0.56428 0.33716  -0.32
15 H 0.60405 0.45480 1.99416  0.11
16 C 0.48908 0.30238 0.91380  -0.06
17 H -2.50814 0.57939 0.98216  0.12